Entry 1:
Molecular formula: C5H8N2O
Method: DFT, wB97M-V/def2-TZVPD

Calculated values
Maximum force in eV/Å: 6.1
Net charge: 0
LUMO in eV: -1.42
E in hartree: -379.740119
M in Da: 112.13
Highest occupied orbital energy in eV: -7.8

Last column: Löwdin charge in e.
Positions of all 16 atoms, in Å:
C -2.7770 -0.0979 -0.1008  -0.183
C -1.4113 -0.9803 0.0566  -0.119
C -0.2781 -0.1917 0.1221  -0.301
C -0.3213 1.3385 0.1050  -0.216
C 1.7077 0.7011 -0.1672  -0.181
H -2.6802 0.9402 -0.8059  0.091
H -3.5958 -0.6353 -0.8375  0.073
H -3.3519 0.0656 1.1540  0.151
H -1.4466 -2.1947 0.0252  0.134
H -0.9894 1.7602 1.0195  0.157
H -0.8466 1.7888 -0.8283  0.127
H 2.6936 0.2883 -0.8210  0.194
H 2.5473 -1.8451 0.9290  0.335
N 1.0547 1.8352 0.0736  0.038
N 1.0505 -0.4604 0.0397  -0.223
O 1.4267 -1.8012 -0.0903  -0.075

Entry 2:
Molecular formula: H40O20
Method: DFT, wB97M-V/def2-TZVPD

Calculated values
Maximum force in eV/Å: 3.9
Net charge: 0
LUMO in eV: 0.00
E in hartree: -1528.849088
M in Da: 360.30
Highest occupied orbital energy in eV: -11.0

Last column: Löwdin charge in e.
Positions of all 60 atoms, in Å:
O -14.4754 -1.7924 -0.6517  -0.087
H -14.3694 -2.1186 -1.5785  0.043
H -15.2703 -2.3299 -0.4589  -0.002
O -18.4788 -5.2606 -1.8057  -0.034
H -17.5270 -5.1670 -1.8021  0.010
H -18.6298 -6.1810 -1.9663  0.056
O -10.9105 -2.3015 -3.6576  -0.048
H -11.8269 -2.1256 -3.5934  -0.039
H -10.4326 -2.0217 -2.8456  0.064
O -15.6117 0.3757 -4.6516  -0.064
H -15.9921 0.8588 -3.9170  0.019
H -16.3408 -0.2846 -4.8222  0.065
O -19.2468 -3.0387 -3.8603  -0.106
H -18.8856 -3.7616 -3.2519  0.046
H -20.2120 -3.0217 -3.5587  0.091
O -17.6315 -2.3541 -6.1765  -0.079
H -18.2617 -2.6001 -5.4420  0.023
H -18.2388 -2.4443 -6.9231  0.048
O -15.5939 0.9580 -1.4433  -0.063
H -16.1883 0.2485 -1.2627  0.006
H -14.8363 0.4355 -1.0608  0.046
O -14.7168 -7.7011 -0.4761  -0.020
H -14.0075 -8.1035 0.0198  0.060
H -14.3003 -7.1749 -1.1467  0.012
O -15.7705 -8.3072 -4.3280  -0.056
H -15.7261 -9.0336 -3.7395  0.022
H -14.8811 -8.0855 -4.6908  0.011
O -13.3997 -7.3194 -5.4682  -0.056
H -13.3448 -6.3672 -5.4793  -0.013
H -13.4569 -7.6122 -6.4080  0.084
O -13.9144 -1.6740 -3.5041  -0.031
H -14.1664 -0.7667 -3.6929  0.033
H -14.4021 -2.2926 -4.0191  -0.003
O -15.3316 -3.7123 -5.2001  -0.076
H -15.7367 -3.3765 -5.9978  0.039
H -15.8034 -4.5388 -4.8689  0.068
O -15.9668 -5.5302 -3.2936  -0.029
H -15.2026 -5.5851 -2.7023  0.015
H -16.0061 -6.3967 -3.6281  -0.005
O -16.9681 -4.0704 2.8513  -0.064
H -16.4800 -3.2827 3.0893  0.034
H -16.2768 -4.7246 2.5701  0.021
O -13.5740 -5.2123 -2.0620  0.003
H -13.4096 -4.4574 -1.5900  -0.015
H -13.3299 -4.9811 -2.9622  0.012
O -19.6925 -4.4682 0.8501  -0.044
H -18.7694 -4.3960 1.1645  0.011
H -19.5167 -4.7555 -0.0195  -0.040
O -16.5454 -3.3289 -0.2488  -0.049
H -17.4930 -3.1836 0.0068  0.084
H -16.3121 -4.1766 0.1621  0.016
O -12.8256 -4.8375 -4.7347  -0.097
H -12.1907 -4.1748 -4.4682  0.032
H -13.7872 -4.4290 -4.9049  0.078
O -13.1250 -3.5035 0.6315  -0.055
H -12.3632 -3.5526 1.1652  0.025
H -13.3264 -2.5947 0.3035  0.022
O -15.3152 -5.5058 1.1265  -0.105
H -14.8847 -6.3257 0.6877  0.059
H -14.6446 -4.8026 1.1913  0.022

Entry 3:
Molecular formula: H18O9
Method: DFT, wB97M-V/def2-TZVPD

Calculated values
SMILES string: O.O.O.O.O.O.O.O.O
Maximum force in eV/Å: 0.5
Net charge: 0
LUMO in eV: -0.20
E in hartree: -687.961055
M in Da: 162.14
Highest occupied orbital energy in eV: -10.6

Last column: Löwdin charge in e.
Positions of all 27 atoms, in Å:
O -1.6705 -2.1388 -0.8738  -0.076
H -2.1998 -2.3257 -0.0867  0.037
H -1.1755 -1.3325 -0.6387  -0.021
O -0.1972 1.5183 -2.8971  -0.048
H 0.5242 0.9121 -3.0991  0.040
H 0.1033 2.3792 -3.2138  0.044
O -2.0769 2.3404 0.0493  -0.043
H -2.6994 3.0403 0.2785  0.063
H -1.5662 2.6888 -0.6955  0.046
O 3.2958 2.1617 1.4995  -0.072
H 3.0305 1.4300 0.9167  -0.015
H 2.5240 2.3455 2.0454  0.030
O 1.3840 -2.7352 -0.1040  -0.053
H 0.5532 -2.2435 -0.0056  0.002
H 1.3539 -3.0626 -1.0105  0.063
O -0.0746 0.0679 -0.0839  -0.060
H 0.8621 0.2183 -0.2914  0.023
H -0.5291 0.9144 -0.1836  0.025
O -0.1493 -1.6979 2.3759  -0.056
H 0.7237 -2.0940 2.4852  0.035
H -0.0080 -0.9542 1.7702  -0.001
O -3.2783 -0.2370 1.2049  -0.054
H -2.8881 0.4180 0.6068  -0.002
H -4.2302 -0.1230 1.1126  0.039
O 2.7151 -0.1993 -0.1454  -0.058
H 3.0870 -0.1367 -1.0339  0.072
H 2.5862 -1.1544 0.0178  0.041